DFT (the ωB97M-V functional and the def2-TZVPD basis) results for a 2-piece molecular cluster, C16H25BrN4O4S overall.

Output
spin multiplicity	1
SMILES	CN(C)S(=O)(=O)Nc1ccccc1Br.CNC(=O)[C@@H]1CCCN1C(C)=O
gap between HOMO and LUMO	9.1	eV
LUMO energy	0.469	eV
electronic energy	-4116.863449	hartree
maximum force	2.8	eV Å⁻¹

Atoms and positions in Å:
C 3.175 0.808 4.619
N 2.446 -0.288 5.272
C 2.584 -1.648 4.734
S 0.894 0.129 5.907
O 0.356 -0.997 6.670
O 0.953 1.393 6.649
N -0.006 0.253 4.477
C -0.168 1.401 3.720
C -0.461 2.651 4.280
C -0.646 3.770 3.463
C -0.552 3.641 2.075
C -0.274 2.394 1.509
C -0.085 1.275 2.326
Br 0.290 -0.425 1.528
H 3.137 1.720 5.224
H 4.227 0.538 4.484
H 2.747 1.027 3.636
H 2.043 -1.748 3.788
H 3.639 -1.879 4.556
H 2.192 -2.389 5.439
H 0.013 -0.618 3.974
H -0.574 2.762 5.353
H -0.874 4.735 3.907
H -0.703 4.507 1.437
H -0.211 2.286 0.431
C -3.072 -2.435 -4.425
N -2.823 -2.181 -3.007
C -1.718 -1.743 -2.389
O -1.774 -1.632 -1.172
C -0.436 -1.326 -3.162
C 0.533 -0.492 -2.318
C -0.113 0.898 -2.366
C -0.843 0.926 -3.716
N -0.711 -0.416 -4.273
C -0.442 -0.614 -5.580
C 0.186 -1.922 -6.034
O -0.666 0.239 -6.431
H -4.079 -2.841 -4.547
H -3.011 -1.507 -4.999
H -2.361 -3.165 -4.810
H -3.584 -2.368 -2.371
H 0.067 -2.232 -3.491
H 0.643 -0.865 -1.301
H 1.508 -0.460 -2.807
H -0.840 0.997 -1.558
H 0.639 1.685 -2.300
H -1.895 1.176 -3.577
H -0.370 1.663 -4.368
H 0.277 -1.908 -7.120
H -0.431 -2.764 -5.738
H 1.177 -2.013 -5.595

Löwdin analysis output, partial charges in e: atom 1 (C): -0.090, atom 2 (N): -0.332, atom 3 (C): -0.100, atom 4 (S): 0.698, atom 5 (O): -0.293, atom 6 (O): -0.289, atom 7 (N): -0.079, atom 8 (C): -0.344, atom 9 (C): -0.017, atom 10 (C): -0.069, atom 11 (C): -0.088, atom 12 (C): -0.115, atom 13 (C): -0.565, atom 14 (Br): 0.849, atom 15 (H): 0.086, atom 16 (H): 0.089, atom 17 (H): 0.076, atom 18 (H): 0.049, atom 19 (H): 0.091, atom 20 (H): 0.085, atom 21 (H): 0.031, atom 22 (H): 0.107, atom 23 (H): 0.107, atom 24 (H): 0.103, atom 25 (H): 0.085, atom 26 (C): -0.054, atom 27 (N): 0.036, atom 28 (C): -0.433, atom 29 (O): 0.030, atom 30 (C): -0.180, atom 31 (C): -0.124, atom 32 (C): -0.150, atom 33 (C): -0.112, atom 34 (N): -0.029, atom 35 (C): -0.514, atom 36 (C): 0.009, atom 37 (O): 0.044, atom 38 (H): 0.089, atom 39 (H): 0.084, atom 40 (H): 0.072, atom 41 (H): 0.143, atom 42 (H): 0.147, atom 43 (H): 0.056, atom 44 (H): 0.122, atom 45 (H): 0.097, atom 46 (H): 0.111, atom 47 (H): 0.127, atom 48 (H): 0.124, atom 49 (H): 0.088, atom 50 (H): 0.057, atom 51 (H): 0.085